1:
Entry from OMol25: a single C5H3NOS molecule (wB97M-V/def2-TZVPD).

Computed properties:
* HOMO level: -9.558 eV
* Kohn-Sham gap: 7.08 eV
* SMILES string: C=C1C(=O)N=CC1=S
* molar mass: 125.15 g/mol

Last column: Löwdin charge in e.
Cartesian coordinates (Å):
C -0.128 2.097 -0.210  0.186
C 0.186 0.715 -0.195  -0.264
C 1.521 0.060 -0.052  -0.394
O 2.644 0.511 0.378  0.069
N 1.477 -1.298 -0.034  0.154
C 0.283 -1.614 -0.221  -0.102
C -0.663 -0.450 -0.185  -0.548
S -2.374 -0.128 0.201  0.655
H 0.614 2.737 -0.288  0.023
H -1.293 2.154 -0.260  0.077
H -0.014 -2.694 -0.282  0.143

---

2:
Entry from OMol25: a single C5H3NOS molecule (wB97M-V/def2-TZVPD).

Computed properties:
* HOMO level: -9.420 eV
* Kohn-Sham gap: 7.55 eV
* SMILES string: C=C1C(=O)N=CC1=S
* molar mass: 125.15 g/mol

Last column: Löwdin charge in e.
Cartesian coordinates (Å):
C -1.634 -0.842 -0.123  0.096
C -0.449 -0.357 0.069  -0.245
C -0.037 0.786 1.139  -0.334
O -0.512 0.654 2.309  0.060
N 1.104 1.495 0.743  0.160
C 1.581 0.783 -0.190  -0.138
C 0.687 -0.277 -0.872  -0.768
S 1.247 -1.137 -2.054  0.835
H -2.494 -0.431 0.604  0.140
H -1.877 -1.723 -0.698  0.076
H 2.384 1.049 -0.927  0.118

---

Most stable structure, least stable structure: 2, 1.

---

1:
Entry from OMol25: a single C15H22N2O4 molecule (wB97M-V/def2-TZVPD).

Computed properties:
* HOMO level: -7.746 eV
* Kohn-Sham gap: 7.83 eV
* SMILES string: Cc1cc(C)cc(C(=O)NOCCCCCC(=O)NO)c1
* molar mass: 294.35 g/mol

Last column: Löwdin charge in e.
Cartesian coordinates (Å):
C -1.124 -0.384 4.196  -0.040
C -0.116 -0.703 2.990  -0.193
C 0.373 -1.999 3.276  0.027
C 1.324 -2.417 2.178  -0.077
C 2.016 -3.899 2.030  -0.057
C 1.830 -1.405 1.093  0.089
C 1.132 -0.213 1.051  -0.239
C 1.408 0.565 -0.100  -0.410
O 1.946 0.169 -1.161  0.043
N 1.199 1.937 0.301  0.064
O 1.550 2.991 -0.635  -0.152
C 0.986 2.809 -2.149  -0.013
C -0.592 3.282 -2.030  -0.150
C -1.665 2.447 -1.135  -0.215
C -1.621 0.959 -1.385  -0.128
C -1.338 0.338 -2.943  -0.039
C -1.420 -0.979 -2.802  -0.739
O -2.274 -1.631 -2.847  0.222
N -0.202 -1.578 -2.535  -0.075
O -0.112 -2.789 -2.225  -0.010
C 0.200 0.115 1.923  -0.036
H -2.012 -1.000 4.279  0.065
H -0.737 -0.567 5.322  0.129
H -1.428 0.562 4.170  -0.003
H 0.337 -2.808 3.836  0.051
H 3.021 -3.731 2.023  0.008
H 1.558 -4.539 1.067  0.135
H 1.689 -4.577 2.884  0.069
H 2.452 -1.679 0.302  0.096
H 1.163 2.459 1.192  0.169
H 0.822 1.829 -2.277  0.023
H 1.569 3.450 -2.620  0.067
H -0.409 4.345 -1.760  0.096
H -0.603 3.271 -3.203  0.127
H -1.356 2.861 -0.115  0.125
H -2.595 2.829 -1.648  0.113
H -2.603 0.625 -0.768  0.166
H -0.634 0.722 -0.733  0.103
H -2.313 0.748 -3.301  0.157
H -0.712 0.887 -3.376  0.031
H 0.551 -0.953 -1.962  0.179
H -0.925 -3.265 -2.563  0.142
H -0.335 0.913 2.162  0.081

---

2:
Entry from OMol25: a single C15H22N2O4 molecule (wB97M-V/def2-TZVPD).

Computed properties:
* HOMO level: -8.932 eV
* Kohn-Sham gap: 9.08 eV
* SMILES string: CC[C@H](C)[C@H](N)C(=O)N[C@@H](Cc1ccc(O)cc1)C(=O)O
* molar mass: 294.35 g/mol

Last column: Löwdin charge in e.
Cartesian coordinates (Å):
C -3.559 3.261 -0.911  -0.129
C -2.471 3.735 0.207  -0.206
C -1.910 2.375 0.810  -0.334
C -1.611 2.578 2.399  -0.066
C -0.580 1.976 0.105  -0.311
N 0.385 2.996 -0.162  0.051
C -0.988 1.399 -1.345  -0.406
O -0.947 1.959 -2.424  0.046
N -1.129 0.050 -1.453  0.094
C -0.513 -1.006 -0.687  -0.188
C 1.096 -0.982 -0.709  -0.101
C 1.801 -2.227 -0.241  -0.245
C 2.643 -2.281 0.962  -0.004
C 3.548 -3.383 1.009  -0.016
C 3.518 -4.513 0.189  -0.341
O 4.202 -5.591 0.551  0.092
C 2.856 -4.318 -1.043  -0.036
C 2.108 -3.188 -1.323  -0.031
C -1.047 -0.988 0.760  -0.454
O -1.934 -0.217 1.187  0.059
O -0.522 -1.881 1.554  0.150
H -4.093 4.211 -1.410  0.096
H -4.211 2.307 -0.617  0.108
H -2.934 2.981 -1.760  0.012
H -1.697 4.617 -0.357  0.164
H -2.875 4.421 1.078  0.103
H -2.674 1.591 0.871  0.097
H -0.615 3.065 2.342  0.064
H -2.314 3.201 2.989  0.062
H -1.573 1.539 2.946  0.094
H -0.134 1.259 0.738  0.102
H 0.097 3.414 -1.132  0.119
H 1.311 2.617 -0.226  0.065
H -1.049 -0.242 -2.439  0.156
H -0.857 -2.049 -1.111  0.195
H 1.527 -0.136 -0.111  0.131
H 1.499 -0.944 -1.707  0.105
H 2.526 -1.484 1.646  0.099
H 4.116 -3.255 2.011  0.143
H 4.297 -6.323 -0.044  0.111
H 2.914 -5.123 -1.776  0.113
H 1.726 -2.968 -2.385  0.140
H 0.067 -2.449 1.017  0.099

---

Most stable structure, least stable structure: 2, 1.

---

1:
Entry from OMol25: a molecular structure, C6H9NS (wB97M-V/def2-TZVPD).

Computed properties:
* HOMO level: -8.693 eV
* Kohn-Sham gap: 8.16 eV
* molar mass: 127.21 g/mol

Last column: Löwdin charge in e.
Cartesian coordinates (Å):
C -3.318 -0.071 0.100  -0.149
C -1.956 0.503 -0.167  -0.269
C -0.729 -0.103 -0.221  -0.129
C 0.671 0.597 -0.201  -0.733
C 1.707 -0.481 -0.394  -0.392
C 2.725 -0.548 0.728  -0.143
H -3.400 -1.166 -0.782  0.177
H -3.396 -0.034 1.295  0.108
H -4.131 0.874 -0.315  0.132
H -1.875 1.513 0.131  0.061
H -0.817 -1.212 -0.749  0.141
H 1.147 -1.515 -0.575  0.159
H 2.853 0.161 1.514  0.093
H 2.914 -1.517 1.037  0.070
H 3.515 0.955 -0.738  0.177
N 3.071 -0.118 -0.637  -0.024
S 1.017 2.162 -0.028  0.720

---

2:
Entry from OMol25: a molecular structure, C6H9NS (wB97M-V/def2-TZVPD).

Computed properties:
* HOMO level: -8.481 eV
* Kohn-Sham gap: 9.31 eV
* molar mass: 127.21 g/mol

Last column: Löwdin charge in e.
Cartesian coordinates (Å):
C 0.470 0.139 1.127  -0.438
C -0.136 1.030 -0.051  -0.498
C 0.764 1.206 -1.277  -0.225
C 1.241 -0.127 -1.738  -0.112
C 0.948 -1.169 -0.948  -0.157
C 0.042 -1.071 0.181  -0.564
H 0.359 0.825 3.145  0.105
H -1.210 0.401 2.393  0.102
H 1.507 0.006 1.169  0.114
H -0.517 1.965 0.524  0.126
H 0.285 1.970 -2.007  0.128
H 1.605 1.998 -0.778  0.173
H 2.088 -0.231 -2.524  0.134
H 1.154 -2.194 -1.263  0.111
H -0.098 -2.151 0.543  0.129
N -0.122 0.137 2.455  -0.014
S -1.518 -0.224 -0.135  0.884

---

Most stable structure, least stable structure: 2, 1.

---

1:
Entry from OMol25: a single C6H9NS molecule (wB97M-V/def2-TZVPD).

Computed properties:
* HOMO level: -8.415 eV
* Kohn-Sham gap: 9.31 eV
* SMILES string: SCCc1cc[nH]c1
* molar mass: 127.21 g/mol

Last column: Löwdin charge in e.
Cartesian coordinates (Å):
S 0.799 1.649 2.220  0.687
C -0.840 0.984 1.790  -0.570
C -0.816 -0.420 1.192  -0.238
C -0.155 -0.470 -0.156  -0.290
C -0.650 0.071 -1.380  -0.061
C 0.271 -0.162 -2.351  -0.130
N 1.320 -0.835 -1.784  0.013
C 1.071 -1.021 -0.448  -0.091
H 1.339 1.479 1.006  -0.156
H -1.338 1.666 1.110  0.062
H -1.394 0.989 2.737  0.066
H -1.891 -0.776 1.120  0.130
H -0.311 -1.125 1.858  0.105
H -1.597 0.572 -1.487  0.103
H 0.287 0.089 -3.402  0.109
H 2.145 -1.152 -2.242  0.138
H 1.760 -1.537 0.215  0.123

---

2:
Entry from OMol25: a molecular structure, C6H9NS (wB97M-V/def2-TZVPD).

Computed properties:
* HOMO level: -8.351 eV
* Kohn-Sham gap: 9.20 eV
* molar mass: 127.21 g/mol

Last column: Löwdin charge in e.
Cartesian coordinates (Å):
C 0.646 -0.249 -1.087  -0.449
C 1.061 -0.381 0.398  -0.411
C 0.981 0.925 1.252  -0.220
C -0.175 1.919 0.859  -0.098
C -1.036 1.488 -0.096  -0.170
C -0.923 0.137 -0.691  -0.445
H 1.450 -1.787 -1.999  0.050
H 0.039 -2.103 -1.509  0.071
H 1.286 0.587 -1.501  0.154
H 1.762 -1.114 0.787  0.101
H 0.862 0.678 2.347  0.115
H 1.923 1.443 1.142  0.090
H -0.341 2.913 1.260  0.092
H -1.842 2.243 -0.431  0.126
H -1.648 -0.108 -1.432  0.093
N 0.587 -1.344 -1.950  0.024
S -0.683 -1.023 0.699  0.878

---

3:
Entry from OMol25: a single C6H9NS molecule (wB97M-V/def2-TZVPD).

Computed properties:
* HOMO level: -8.254 eV
* Kohn-Sham gap: 9.20 eV
* SMILES string: C=C1CN[C@@H]2C[C@H]2S1
* molar mass: 127.21 g/mol

Last column: Löwdin charge in e.
Cartesian coordinates (Å):
C -0.186 -1.453 2.157  -0.021
C 0.049 -0.456 1.270  -0.533
C 1.453 -0.047 0.810  -0.169
N 1.684 -0.166 -0.714  0.005
C 0.395 -0.125 -1.330  -0.478
C -0.266 0.657 -2.357  -0.034
C -0.446 0.929 -0.829  -0.605
S -1.393 0.386 0.495  0.944
H 0.642 -1.977 2.609  0.053
H -1.202 -1.791 2.328  0.050
H 1.584 1.018 1.044  0.110
H 2.205 -0.597 1.378  0.112
H 2.028 -1.109 -0.903  0.106
H -0.166 -1.060 -1.250  0.138
H -0.979 0.133 -2.999  0.105
H 0.245 1.500 -2.822  0.106
H 0.142 1.838 -0.633  0.111

---

Most stable structure, least stable structure: 1, 3.